Entry 1:
Formula: C9H25Ba2O7
Source: the Open Molecules 2025 dataset
Level of theory: ωB97M-V/def2-TZVPD

```
43
Properties=species:S:1:pos:R:3:forces:R:3
Ba 3.478 -1.359 -2.862 -1.305 0.312 1.136
Ba 1.150 -5.703 -0.944 0.185 0.903 0.059
O 0.010 -2.606 -0.470 0.150 -1.125 0.138
C 1.216 -2.128 -0.661 2.412 1.969 -1.483
O 1.488 -0.904 -0.831 -0.967 -0.172 -0.148
O 2.172 -2.948 -0.850 -0.312 -1.962 -0.186
H -0.618 -1.914 -0.248 -0.654 0.859 0.145
C -1.485 2.609 -0.067 -1.190 1.209 -0.842
C -2.098 1.317 -0.578 0.337 -0.487 -0.246
O -1.228 0.233 -0.179 -0.780 -1.103 0.691
H -2.230 3.393 0.066 -0.482 -0.037 -0.454
H -0.838 3.026 -0.838 0.628 -0.005 0.439
H -1.092 2.632 0.949 0.561 -0.878 -0.271
H -2.215 1.114 -1.642 0.389 1.252 -0.474
H -3.149 1.193 -0.317 0.315 -0.532 1.228
H -0.352 0.366 -0.549 0.248 0.270 0.014
C 1.386 0.647 2.382 -0.981 -1.905 -0.893
C 2.724 0.855 2.899 0.579 2.641 1.883
O 3.470 -0.318 2.946 0.538 -0.321 0.146
H 1.085 -0.324 2.775 -0.339 -0.049 0.244
H 1.593 0.420 1.336 -1.185 0.518 -0.648
H 0.595 1.337 2.675 0.307 0.301 -0.612
H 2.597 1.328 3.873 0.518 -0.842 0.722
H 3.218 1.695 2.411 0.472 -0.195 -0.720
H 3.528 -0.654 2.049 0.059 -0.108 -0.077
C -1.231 -2.201 2.422 -0.147 -1.063 -0.107
C -2.585 -1.451 2.297 2.310 -0.308 1.147
O -2.277 -0.117 2.556 -0.301 1.315 -0.557
H -1.352 -3.233 2.093 -0.069 -0.399 0.135
H -0.748 -2.221 3.399 -0.585 0.142 0.289
H -0.433 -1.817 1.787 -0.342 0.584 -0.213
H -3.261 -1.686 3.119 -0.362 -0.816 -0.683
H -2.892 -1.584 1.259 -0.918 -0.191 0.175
H -1.888 0.146 1.719 0.451 0.749 0.040
C -0.497 1.677 -3.831 0.091 -0.159 -0.622
C 0.549 0.559 -3.890 -1.674 -0.007 -1.180
O 1.784 1.024 -3.470 2.464 -0.241 0.718
H -1.445 1.425 -4.306 -0.051 -0.439 0.331
H -0.141 2.473 -4.484 0.264 0.192 0.199
H -0.682 2.086 -2.838 0.098 -0.193 0.011
H 0.681 0.278 -4.935 -0.069 0.097 -0.241
H 0.316 -0.387 -3.401 -0.509 0.068 0.634
H 1.700 1.725 -2.820 -0.157 0.159 0.135
```
Positions in Å, forces in eV/Å.

Computed properties:
**Spin multiplicity**: 2
**Calculated total energy**: -935.0042 Ha
**Highest occupied orbital energy (spin up / spin down)**: -10.81 / -13.75 eV
**M**: 519.95 g/mol
**<S²>**: 0.75
**E_LUMO (spin up / spin down)**: -7.005 / -7.053 eV
**Net charge**: +2

These are the Löwdin partial charges, in e, on atoms 1 to 6: number 1, Ba, carries 1.833; number 2, Ba, carries 1.353; number 3, O, carries 0.064; number 4, C, carries -0.879; number 5, O, carries -0.149; number 6, O, carries -0.379

---

Entry 2:
Formula: C4H5I3O
Source: the Open Molecules 2025 dataset
Level of theory: ωB97M-V/def2-TZVPD

```
13
Properties=species:S:1:pos:R:3:forces:R:3
C -1.646 0.158 -0.917 3.024 -1.413 1.307
C 0.286 1.333 0.213 -0.247 0.554 -1.533
C 0.781 -1.160 0.658 -1.236 0.467 -3.776
C -0.002 -0.083 -0.352 1.573 -0.138 -1.638
O -1.882 0.771 -1.888 -0.033 -0.125 0.211
I -3.040 -0.689 0.451 -0.315 0.037 0.036
I 0.437 -3.254 0.391 -0.210 0.105 -0.314
I 2.840 -0.724 0.230 0.068 -0.361 0.448
H 0.259 1.995 -0.774 -0.089 -0.774 2.586
H -0.520 1.544 0.962 0.725 0.382 -0.708
H 1.294 1.408 0.700 -1.111 0.077 -0.546
H 0.531 -1.073 1.648 -0.262 0.840 2.367
H 0.662 -0.226 -1.321 -1.889 0.350 1.560
```
Positions in Å, forces in eV/Å.

Computed properties:
**Energy above the lowest of the compared OMol25 structures with the same formula, charge and spin**: 7.29 kcal/mol
**Calculated total energy**: -1123.6637 Ha
**Highest occupied orbital energy**: -9.31 eV
**M**: 449.79 g/mol
**E_LUMO**: -0.346 eV
**Net charge**: 0

These are the Löwdin partial charges, in e, on atoms 1 to 6: number 1, C, carries -0.822; number 2, C, carries -0.177; number 3, C, carries -1.177; number 4, C, carries -0.473; number 5, O, carries 0.038; number 6, I, carries 0.810

---

Entry 3:
Formula: C2H2Li3O2
Source: the Open Molecules 2025 dataset
Level of theory: ωB97M-V/def2-TZVPD

```
9
Properties=species:S:1:pos:R:3:forces:R:3
O 0.657 0.802 -0.150 -1.411 1.116 -0.267
C -0.595 0.474 -0.513 -1.753 0.370 -1.573
C -1.220 -0.613 0.007 -0.359 -0.278 -1.315
Li 2.208 0.834 0.222 1.337 -0.427 0.826
Li -0.250 0.207 1.451 0.796 -0.430 0.996
H -1.938 -1.048 -0.706 -0.781 0.867 0.780
H -1.009 1.186 -1.258 0.175 -0.431 -0.069
Li 0.536 -1.169 -0.268 1.536 -0.886 0.429
O 1.611 -0.674 1.214 0.461 0.098 0.194
```
Positions in Å, forces in eV/Å.

Computed properties:
**Spin multiplicity**: 2
**Energy above the lowest of the compared OMol25 structures with the same formula, charge and spin**: 21.08 kcal/mol
**Calculated total energy**: -250.4409 Ha
**Highest occupied orbital energy (spin up / spin down)**: -7.33 / -7.31 eV
**M**: 78.86 g/mol
**<S²>**: 0.76
**E_LUMO (spin up / spin down)**: -0.323 / -0.286 eV
**Net charge**: 0

These are the Löwdin partial charges, in e, on atoms 1 to 6: number 1, O, carries -0.535; number 2, C, carries -0.599; number 3, C, carries -0.270; number 4, Li, carries 0.712; number 5, Li, carries 0.665; number 6, H, carries -0.012